[1]
Entry from OMol25: the ion C3H7N2O with charge +1 at a distorted geometry (the ωB97M-V functional and the def2-TZVPD basis).

The geometry in ORCA input format:
```
! wB97M-V def2-TZVPD RIJCOSX def2/J DEFGRID3
* xyz 1 1
C -1.3935 -0.5062 0.1867
C -0.1590 -0.3551 -0.4640
C 1.0581 -0.5833 0.5161
N -2.4681 0.2344 0.1674
N 2.1344 0.4893 0.1553
O 0.6694 -1.4636 -0.4538
H -1.4378 -1.5083 0.8080
H 0.0269 0.4336 -1.2963
H -3.2683 -0.1012 0.5968
H -2.5788 1.1416 -0.2992
H 2.4272 0.3533 -0.8133
H 3.0165 0.3575 0.6461
H 1.9728 1.5079 0.2502
*
```

Output
Total energy: -8241.190 eV
Energy relative to the best compared isomer or geometry (same formula, charge and spin): 114.12 kcal/mol
Lowest unoccupied orbital energy: -0.158 Ha

These are the Mulliken partial charges, in e, on atoms 1 to 4: 0.00 0.21 -0.64 -0.29



[2]
Entry from OMol25: a cluster of 2 separate species, C3H7N2O in total at a distorted geometry (the ωB97M-V functional and the def2-TZVPD basis).

The geometry in ORCA input format:
```
! wB97M-V def2-TZVPD RIJCOSX def2/J DEFGRID3
* xyz 1 1
C 0.0650 1.9706 -0.0752
C 2.6228 -1.5402 -0.6576
C -1.6999 0.3074 0.4918
N -0.4083 0.8568 0.2375
N 2.1687 -0.6934 -1.4053
O 1.7229 0.2202 -1.9993
H -0.6721 2.8490 0.0000
H 1.0863 2.1124 -0.3903
H 3.6272 -1.8278 -0.8635
H 2.0877 -2.1028 0.0022
H -2.4947 1.0034 0.4141
H -1.7855 -0.6316 -0.1987
H -1.7163 -0.0278 1.5024
*
```

Output
Total energy: -8238.712 eV
Energy relative to the best compared isomer or geometry (same formula, charge and spin): 171.28 kcal/mol
Lowest unoccupied orbital energy (spin up / spin down): -0.291 / -0.303 Ha

These are the Mulliken partial charges, in e, on atoms 1 to 4: -0.26 -0.18 -0.70 -0.27



[3]
Entry from OMol25: the ion C3H7N2O with charge +1 at a distorted geometry (the ωB97M-V functional and the def2-TZVPD basis).

The geometry in ORCA input format:
```
! wB97M-V def2-TZVPD RIJCOSX def2/J DEFGRID3
* xyz 1 1
C -1.4498 -1.0211 0.4522
N -0.2342 -0.2607 0.7507
C 0.1135 -0.2143 1.9367
O 0.4648 -0.0978 3.0055
C 0.6796 0.4420 -0.2975
N 1.5621 1.3286 0.3582
H -2.1869 -0.3681 -0.0132
H -1.8624 -1.4084 1.3859
H -1.2167 -1.8566 -0.2088
H 1.1710 -0.3938 -0.8059
H -0.0491 0.9097 -0.9693
H 2.5412 1.1235 0.2364
H 1.3656 2.3033 0.1944
*
```

Output
Total energy: -8244.451 eV
Energy relative to the best compared isomer or geometry (same formula, charge and spin): 38.92 kcal/mol
SMILES: C[N+](=C=O)CN
Lowest unoccupied orbital energy: -0.160 Ha

These are the Mulliken partial charges, in e, on atoms 1 to 4: -0.87 0.07 0.63 -0.19



[4]
Entry from OMol25: a cluster of 2 separate species, C3H7N2O in total at a distorted geometry (the ωB97M-V functional and the def2-TZVPD basis).

The geometry in ORCA input format:
```
! wB97M-V def2-TZVPD RIJCOSX def2/J DEFGRID3
* xyz 1 1
C -0.1249 0.0078 -1.1135
C -1.2446 0.7309 -0.6309
N -1.5628 0.2998 0.5640
C -0.6910 -0.8681 0.7804
N 0.2620 -0.8977 -0.2753
H 0.3828 0.0819 -2.0633
H -1.7210 1.6342 -0.9944
H -2.5236 -0.0656 0.5925
H -0.1775 -0.7008 1.7402
H -1.2599 -1.8012 0.8232
H 3.1375 0.4328 1.0525
H 1.9651 -0.0670 0.1447
O 2.6877 0.5747 0.2163
*
```

Output
Total energy: -8243.059 eV
Energy relative to the best compared isomer or geometry (same formula, charge and spin): 71.03 kcal/mol
Lowest unoccupied orbital energy: -0.266 Ha

These are the Mulliken partial charges, in e, on atoms 1 to 4: -0.10 -0.02 -0.12 -0.41



[5]
Entry from OMol25: the ion C3H7N2O2 with charge +1 at a distorted geometry (the ωB97M-V functional and the def2-TZVPD basis).

The geometry in ORCA input format:
```
! wB97M-V def2-TZVPD RIJCOSX def2/J DEFGRID3
* xyz 1 1
O 0.1526 0.3241 2.1487
C 0.4607 0.1720 0.9413
C 0.0033 1.1190 -0.1384
N -0.1931 0.2369 -1.3017
C -0.5842 -0.9764 -1.0448
N -0.3267 -1.2829 0.1807
O -0.1528 -2.4838 0.8425
H -0.7393 0.7959 2.2075
H 1.4578 -0.1155 0.9617
H -0.9032 1.4871 0.0883
H 0.6668 1.8826 -0.3488
H -0.1978 0.6634 -2.3032
H -1.0848 -1.5074 -1.9085
H -0.4337 -3.3155 0.4007
*
```

Output
Total energy: -10289.384 eV
Energy relative to the best compared isomer or geometry (same formula, charge and spin): 79.02 kcal/mol
SMILES: O[C@@H]1C[NH+]=CN1O
Lowest unoccupied orbital energy: -0.125 Ha

These are the Mulliken partial charges, in e, on atoms 1 to 4: -0.39 0.01 -0.68 -0.18



[6]
Entry from OMol25: a cluster of 2 separate species, C3H7N2O2 in total at a distorted geometry (the ωB97M-V functional and the def2-TZVPD basis).

The geometry in ORCA input format:
```
! wB97M-V def2-TZVPD RIJCOSX def2/J DEFGRID3
* xyz 1 1
C 1.3879 -0.0223 -0.3587
C 0.8058 -1.1694 0.5013
C -0.1668 0.7220 0.9807
N -2.6621 -0.2828 -0.8631
N 0.7366 1.1055 0.1399
O -1.9837 0.6164 -1.4067
O -0.2921 -0.5340 1.1688
H 2.5267 -0.0496 -0.2062
H 1.2880 -0.1656 -1.4112
H 0.4692 -2.0366 0.0517
H 1.5755 -1.3853 1.2073
H -0.9598 1.3971 1.5543
H -3.6787 -0.2674 -1.2322
H 0.9535 2.0720 -0.1261
*
```

Output
Total energy: -10289.169 eV
Energy relative to the best compared isomer or geometry (same formula, charge and spin): 83.97 kcal/mol
Lowest unoccupied orbital energy: -0.163 Ha

These are the Mulliken partial charges, in e, on atoms 1 to 4: -0.41 -0.34 0.05 -0.04



[7]
Entry from OMol25: the molecule C3H7N2O2P at a distorted geometry (the ωB97M-V functional and the def2-TZVPD basis).

The geometry in ORCA input format:
```
! wB97M-V def2-TZVPD RIJCOSX def2/J DEFGRID3
* xyz 0 1
C 0.2054 1.7435 1.4288
C 0.1048 0.4482 1.7193
O -0.9361 -0.3679 1.3385
C -1.5655 -0.0194 0.1670
O -2.6787 0.4007 0.1729
N -0.8545 -0.2628 -1.0240
P 0.6418 -1.1102 -1.1036
N 0.6892 -2.2330 -2.1721
H -0.6397 2.3104 1.0563
H 1.1476 2.2454 1.5963
H 0.8494 -0.0649 2.3161
H -0.7828 0.6143 -1.5266
H 1.6021 -0.1013 -1.3016
H 0.8180 -1.5455 0.2041
H 1.3991 -2.0575 -2.8714
*
```

Output
Total energy: -19586.733 eV
Energy relative to the best compared isomer or geometry (same formula, charge and spin): 48.51 kcal/mol
SMILES: C=COC(=O)N[PH2]=N
Lowest unoccupied orbital energy: 0.017 Ha

These are the Mulliken partial charges, in e, on atoms 1 to 4: -0.73 -0.06 -0.34 0.40



[8]
Entry from OMol25: a cluster of 2 separate species, C3H7N2OP in total at a distorted geometry (the ωB97M-V functional and the def2-TZVPD basis).

The geometry in ORCA input format:
```
! wB97M-V def2-TZVPD RIJCOSX def2/J DEFGRID3
* xyz 0 1
C -0.4767 0.3984 2.3778
C -0.6826 0.1948 1.0309
C 1.7163 0.0043 -0.5154
N -0.5976 1.4723 1.7086
N -0.5841 0.1601 -1.8633
O -0.2633 -2.0195 -0.2990
P -0.0336 -0.5585 -0.3826
H -0.6103 -0.0293 3.3033
H -2.5654 -0.2880 0.6086
H 2.0110 -0.6299 -1.4656
H 1.8153 1.0803 -0.6560
H 2.4145 -0.3175 0.3654
H -0.8747 1.1299 -1.8802
H -1.2688 -0.5974 -2.3323
*
```

Output
Total energy: -17536.200 eV
Energy relative to the best compared isomer or geometry (same formula, charge and spin): 78.82 kcal/mol
Lowest unoccupied orbital energy (spin up / spin down): -0.005 / -0.005 Ha

These are the Mulliken partial charges, in e, on atoms 1 to 4: 0.00 0.05 -0.98 -0.41



[9]
Entry from OMol25: a cluster of 2 separate species, C3H7N2OS in total at a distorted geometry (the ωB97M-V functional and the def2-TZVPD basis).

The geometry in ORCA input format:
```
! wB97M-V def2-TZVPD RIJCOSX def2/J DEFGRID3
* xyz 1 1
C 1.2550 -0.7496 0.4072
C -0.7726 0.6429 0.0031
C 2.5047 -1.0282 -0.2973
N 0.5494 0.1917 -0.0733
N -1.0271 1.9423 -0.0012
O -1.6036 -0.2954 -0.0608
S -4.8210 -0.7165 -0.1379
H 1.0018 -1.3464 1.3617
H 2.6514 -0.6419 -1.3787
H 3.3443 -0.6959 0.1760
H 2.7019 -2.1708 -0.1928
H -3.4759 -0.1246 0.1651
H -0.3005 2.6974 0.2593
H -2.0078 2.2950 -0.2303
*
```

Output
Total energy: -19075.676 eV
Energy relative to the best compared isomer or geometry (same formula, charge and spin): 129.64 kcal/mol
Lowest unoccupied orbital energy (spin up / spin down): -0.198 / -0.322 Ha

These are the Mulliken partial charges, in e, on atoms 1 to 4: 0.24 0.66 -0.98 -0.20



[10]
Entry from OMol25: a structure of composition C3H7N2OS at a distorted geometry (the ωB97M-V functional and the def2-TZVPD basis).

The geometry in ORCA input format:
```
! wB97M-V def2-TZVPD RIJCOSX def2/J DEFGRID3
* xyz 1 1
C 1.5001 1.8825 -0.0580
C 2.0968 0.7136 -0.3757
C -0.3823 0.4486 -0.1630
N -1.4185 -2.1476 0.3251
N 0.1204 1.6829 0.1398
O -1.6143 0.2302 -0.1602
S 0.9529 -0.5997 -0.6383
H 2.1185 2.6724 0.2451
H 3.1260 0.8044 -0.6083
H -1.6893 -2.4125 -0.6147
H -0.4296 -2.0069 0.3801
H -0.6671 2.3112 0.1483
H -1.9511 -2.6120 1.0408
H -1.7624 -0.9671 0.3390
*
```

Output
Total energy: -19080.495 eV
Energy relative to the best compared isomer or geometry (same formula, charge and spin): 18.51 kcal/mol
Lowest unoccupied orbital energy: -0.119 Ha

These are the Mulliken partial charges, in e, on atoms 1 to 4: -0.33 -0.23 0.49 -0.59



[11]
Entry from OMol25: a structure of composition C3H7N2OSe at a distorted geometry (the ωB97M-V functional and the def2-TZVPD basis).

The geometry in ORCA input format:
```
! wB97M-V def2-TZVPD RIJCOSX def2/J DEFGRID3
* xyz 1 1
C -0.1142 0.8929 -0.1440
C -1.4467 1.2809 -0.4783
C 1.2452 -1.1110 -0.3507
N 0.5401 -0.0923 -0.9167
N 1.6671 -1.0017 0.8604
O 0.5358 1.2049 0.8851
Se -2.2988 -0.4501 0.1477
H -1.7376 2.0205 0.1961
H -1.5772 1.2447 -1.5351
H 1.6059 -1.9738 -0.9046
H 0.4822 -0.0721 -1.9964
H -2.3128 -0.1914 1.5348
H 1.2122 -0.1064 1.2776
H 2.1988 -1.6451 1.4243
*
```

Output
Total energy: -73590.854 eV
Energy relative to the best compared isomer or geometry (same formula, charge and spin): 25.74 kcal/mol
Lowest unoccupied orbital energy: -0.164 Ha

These are the Mulliken partial charges, in e, on atoms 1 to 4: 0.58 -0.88 0.01 -0.13



[12]
Entry from OMol25: the ion C3H7N2OSe with charge +1 at a distorted geometry (the ωB97M-V functional and the def2-TZVPD basis).

The geometry in ORCA input format:
```
! wB97M-V def2-TZVPD RIJCOSX def2/J DEFGRID3
* xyz 1 1
N -1.0178 1.3356 0.6514
C -1.0126 -0.2411 0.4141
N 0.1819 -0.7326 0.8440
C 1.2878 -0.6368 -0.0126
O 2.3924 -0.7878 0.4218
C 0.9765 -0.5028 -1.4360
Se -0.9499 -0.1101 -1.7438
H -1.1091 1.8742 -0.2857
H -0.0821 1.3722 0.9646
H -1.7759 1.6066 1.3132
H -2.0237 -0.5790 0.8955
H 0.3341 -1.2993 1.7520
H 1.7075 0.1474 -1.8739
H 1.0911 -1.4465 -1.9047
*
```

Output
Total energy: -73590.450 eV
Energy relative to the best compared isomer or geometry (same formula, charge and spin): 35.04 kcal/mol
SMILES: [NH3+][C@@H]1NC(=O)C[Se]1
Lowest unoccupied orbital energy: -0.157 Ha

These are the Mulliken partial charges, in e, on atoms 1 to 4: -0.29 -0.33 -0.24 0.27



[13]
Entry from OMol25: the ion C3H7N2S with charge +1 at a distorted geometry (the ωB97M-V functional and the def2-TZVPD basis).

The geometry in ORCA input format:
```
! wB97M-V def2-TZVPD RIJCOSX def2/J DEFGRID3
* xyz 1 1
C -1.8663 0.2508 -0.2205
C 0.3143 -0.9688 0.0237
C 1.2305 1.7071 0.1260
N -0.8828 -0.4001 0.2658
N 0.2799 -2.3096 -0.0546
S 1.6854 -0.0055 -0.1826
H -2.5796 0.4220 0.4428
H -2.0700 0.4624 -1.2099
H 2.0709 2.2729 0.4150
H 0.3315 1.8537 0.8674
H 0.8811 2.1506 -0.9051
H -0.5686 -2.7501 0.2667
H 1.1737 -2.6853 0.1653
*
```

Output
Total energy: -17031.701 eV
Energy relative to the best compared isomer or geometry (same formula, charge and spin): 43.12 kcal/mol
Lowest unoccupied orbital energy: -0.169 Ha

These are the Mulliken partial charges, in e, on atoms 1 to 4: -0.21 0.66 -0.79 -0.40



[14]
Entry from OMol25: a cluster of 2 separate species, C3H7N2S in total at a distorted geometry (the ωB97M-V functional and the def2-TZVPD basis).

The geometry in ORCA input format:
```
! wB97M-V def2-TZVPD RIJCOSX def2/J DEFGRID3
* xyz 1 1
C -3.3216 -0.8638 -0.3311
C -2.5383 -0.6506 0.5272
C 1.9193 0.4787 -0.3193
N 2.6105 -0.5357 0.2015
N 0.5964 0.5612 -0.2431
S -0.4436 1.7950 -0.8739
H -4.1353 -1.1488 -0.9605
H -1.2841 1.7562 0.3137
H -1.7218 -0.4042 1.1793
H 2.3733 1.3321 -0.6321
H 3.5997 -0.8139 -0.0115
H 2.2413 -1.2650 0.8393
H 0.1043 -0.2412 0.3105
*
```

Output
Total energy: -17029.751 eV
Energy relative to the best compared isomer or geometry (same formula, charge and spin): 88.09 kcal/mol
Lowest unoccupied orbital energy: -0.153 Ha

These are the Mulliken partial charges, in e, on atoms 1 to 4: -0.24 -0.66 0.24 -0.36



[15]
Entry from OMol25: the ion C3H7N2S with charge +1 at a distorted geometry (the ωB97M-V functional and the def2-TZVPD basis).

The geometry in ORCA input format:
```
! wB97M-V def2-TZVPD RIJCOSX def2/J DEFGRID3
* xyz 1 1
C 0.7955 -0.3743 0.0135
C -1.5922 -0.4527 -1.4819
C -1.0563 0.9927 0.6879
N 0.1818 0.3154 0.9571
N 1.9413 -0.9580 0.1988
S -2.2600 -0.2393 0.0094
H -0.9689 0.2844 -1.9532
H -1.8658 -1.3346 -2.0369
H -1.4721 1.3993 1.6061
H -0.9391 1.7750 -0.0623
H 0.4623 0.2835 1.9353
H 2.3500 -1.4905 -0.5532
H 2.5073 -0.8772 1.0461
*
```

Output
Total energy: -17030.688 eV
Energy relative to the best compared isomer or geometry (same formula, charge and spin): 66.48 kcal/mol
Lowest unoccupied orbital energy (spin up / spin down): -0.211 / -0.211 Ha

These are the Mulliken partial charges, in e, on atoms 1 to 4: -0.17 -0.29 -0.43 -0.16



[16]
Entry from OMol25: the molecule C3H7N3 (the ωB97M-V functional and the def2-TZVPD basis).

The geometry in ORCA input format:
```
! wB97M-V def2-TZVPD RIJCOSX def2/J DEFGRID3
* xyz 0 1
N 1.3390 -1.2988 0.6908
C -0.0869 -1.0239 0.6031
C -0.2904 0.4571 0.6216
N -0.0257 1.3477 -1.2223
C -1.2289 1.1399 -0.2419
N -2.4073 1.4100 -0.2297
H 1.5029 -2.2987 0.7350
H 1.7893 -0.9544 -0.1518
H -0.5750 -1.4453 1.4993
H -0.6104 -1.4474 -0.2667
H 0.2282 0.9929 1.4254
H 0.0161 0.8329 -2.1045
H 0.3491 2.2881 -1.3582
*
```

Output
Total energy: -7690.124 eV
Energy relative to the best compared isomer or geometry (same formula, charge and spin): 105.04 kcal/mol
Lowest unoccupied orbital energy (spin up / spin down): -0.028 / -0.027 Ha

These are the Mulliken partial charges, in e, on atoms 1 to 4: -0.60 -0.35 -0.05 -0.47



[17]
Entry from OMol25: the molecule C3H7N3 at a distorted geometry (the ωB97M-V functional and the def2-TZVPD basis).

The geometry in ORCA input format:
```
! wB97M-V def2-TZVPD RIJCOSX def2/J DEFGRID3
* xyz 0 1
H 0.1324 2.5610 -0.0062
N -0.6208 1.7420 0.0617
C -0.0734 0.5689 -0.0218
C 1.3100 0.4060 0.1554
C 2.0097 -0.8714 0.0873
N -0.9663 -0.5204 -0.1965
N -2.2922 -0.7382 0.1523
H 1.6786 1.2444 -0.4198
H 3.0930 -0.9127 -0.0087
H 1.2964 -1.5604 0.2391
H -0.4668 -1.5149 -0.5511
H -2.7723 -0.0442 -0.5922
H -2.3285 -0.3600 1.1005
*
```

Output
Total energy: -7690.443 eV
Energy relative to the best compared isomer or geometry (same formula, charge and spin): 97.70 kcal/mol
SMILES: [H]/N=C(\C=C)NN
Lowest unoccupied orbital energy: -0.002 Ha

These are the Mulliken partial charges, in e, on atoms 1 to 4: 0.22 -0.74 0.83 -0.33



[18]
Entry from OMol25: a structure of composition C3H7N3 at a distorted geometry (the ωB97M-V functional and the def2-TZVPD basis).

The geometry in ORCA input format:
```
! wB97M-V def2-TZVPD RIJCOSX def2/J DEFGRID3
* xyz 0 1
C 1.5608 -0.4046 -0.9741
C -1.4483 0.7463 0.3253
C -0.8340 -0.5144 -0.0926
N 2.4073 0.2272 -0.2208
N 1.4516 0.3099 0.7934
N 0.6207 -0.5395 0.0539
H 1.4334 -0.8400 -2.0179
H -1.5131 0.7725 1.3926
H -2.3972 0.7299 -0.0441
H -0.8459 1.6594 -0.0984
H -0.9309 -0.9099 -1.2221
H -1.3192 -1.2802 0.4718
H 1.8148 0.0435 1.6329
*
```

Output
Total energy: -7690.853 eV
Energy relative to the best compared isomer or geometry (same formula, charge and spin): 88.24 kcal/mol
Lowest unoccupied orbital energy: 0.036 Ha

These are the Mulliken partial charges, in e, on atoms 1 to 4: 0.16 -1.07 -0.25 -0.71